[1]
{
  "formula": "C10H10BrFeNO2",
  "method": "ωB97M-V/def2-TZVPD",
  "elements": ["C", "C", "C", "H", "C", "C", "H", "H", "H", "H", "Fe", "Br", "C", "C", "C", "H", "C", "C", "H", "H", "H", "H", "O", "N", "O"],
  "coordinates": [[-1.0957, -0.9313, -1.6597], [-1.2962, -1.9993, -0.6968], [-1.8929, -1.3980, 0.4823], [-1.1424, -3.0570, -0.8806], [-2.1648, -0.0313, 0.1941], [-1.6758, 0.2590, -1.1041], [-1.7986, 1.2080, -1.6270], [-0.7200, -1.0630, -2.6693], [-2.1711, -1.9259, 1.3839], [-2.7410, 0.6430, 0.8263], [0.3784, -0.9168, 0.0201], [1.0733, -2.3256, 1.5641], [2.1395, 1.0992, 0.5826], [1.2782, 1.8507, -0.2725], [1.1177, 1.1315, -1.4965], [0.8619, 2.8207, -0.0522], [1.9036, -0.0792, -1.4284], [2.5562, -0.0843, -0.1214], [3.3283, -0.7827, 0.1830], [2.4628, 1.3819, 1.5722], [0.5764, 1.4683, -2.3712], [2.1104, -0.7718, -2.2376], [-1.4588, 0.7681, 4.2179], [-1.1573, 0.9157, 3.0326], [-0.4720, 1.8202, 2.5583]],
  "forces_ev_per_angstrom": [[-1.6, -0.6, 0.5], [-1.1, 1.0, -0.3], [-0.6, -0.1, -1.4], [0.3, 0.2, 0.2], [0.1, -0.6, -0.5], [-0.4, -0.9, -0.1], [0.4, -0.2, 0.3], [0.1, 0.1, 0.2], [0.2, 0.1, 0.0], [0.7, -0.1, 0.0], [0.1, 2.8, -1.0], [1.1, -2.4, 2.4], [0.1, -0.6, -1.4], [0.6, -1.2, -0.7], [1.5, 0.0, 0.8], [-0.3, -0.1, 0.2], [0.6, 1.1, 1.0], [-0.4, 1.3, -1.0], [-0.4, 0.0, 0.1], [-0.2, -0.1, 0.1], [-0.2, -0.1, 0.2], [-0.1, 0.1, 0.1], [0.7, 1.5, 1.4], [-1.3, -2.5, -2.6], [0.4, 1.2, 1.6]],
  "multiplicity": 5,
  "e_above_lowest_kcal_mol": 0.0,
  "largest_force_ev_per_a": 3.9,
  "s2": 6.02,
  "charge": -2,
  "e_lumo_ev": [5.66, 5.61],
  "orbital_gap_ev": [5.228, 5.195]
}

=====

[2]
{
  "formula": "C10H10BrNO2Pd",
  "method": "ωB97M-V/def2-TZVPD",
  "elements": ["C", "C", "C", "H", "C", "C", "H", "H", "H", "H", "Pd", "Br", "C", "C", "C", "H", "C", "C", "H", "H", "H", "H", "O", "N", "O"],
  "coordinates": [[-1.3462, -1.2260, -1.1099], [-2.0370, -2.3956, -0.6435], [-3.1860, -1.9554, 0.0878], [-1.7041, -3.4286, -0.7677], [-3.1947, -0.5170, 0.1195], [-2.0548, -0.0597, -0.6465], [-1.7500, 0.9654, -0.8189], [-0.4023, -1.1976, -1.6480], [-3.8899, -2.5837, 0.6122], [-3.9196, 0.1049, 0.6202], [-1.4976, -1.1947, 0.9468], [0.9882, -2.3879, 1.4896], [2.7163, 1.4095, 0.3741], [1.8616, 2.1777, -0.4826], [1.7595, 1.4886, -1.7347], [1.3307, 3.0871, -0.1952], [2.5177, 0.2854, -1.6399], [3.1176, 0.2330, -0.3438], [3.7523, -0.5575, 0.0354], [2.9772, 1.6418, 1.4053], [1.1816, 1.8106, -2.6026], [2.6567, -0.4577, -2.4264], [0.7034, 2.1606, 3.8128], [0.2967, 1.4607, 2.8924], [-0.8772, 1.1361, 2.6635]],
  "forces_ev_per_angstrom": [[-0.3, 0.1, -1.6], [-0.5, -0.6, -1.6], [-1.3, -0.2, -0.6], [-0.2, 0.5, 0.1], [-1.2, 0.5, -1.5], [-0.9, 0.2, -1.3], [-0.1, -0.2, 0.1], [-0.2, -0.1, 0.2], [0.0, 0.0, -0.1], [0.0, 0.0, -0.1], [6.0, -0.8, 6.7], [-1.3, 0.7, -0.1], [-1.5, 1.4, -0.9], [1.6, -0.9, 2.8], [1.0, -2.6, -0.8], [0.3, -0.3, -0.2], [-1.0, 1.3, -0.7], [-0.6, 0.7, -0.3], [-0.1, 0.1, 0.0], [-0.1, 0.0, -0.4], [0.3, -0.1, 0.3], [-0.1, 0.3, 0.3], [-0.4, -1.9, -2.7], [-2.6, 1.4, 2.6], [3.1, 0.4, 0.0]],
  "multiplicity": 5,
  "e_above_lowest_kcal_mol": 0.0,
  "largest_force_ev_per_a": 9.1,
  "s2": 6.03,
  "e_lumo_ev": [-0.63, -2.68],
  "orbital_gap_ev": [7.300, 5.385]
}

=====

[3]
{
  "formula": "C10H10Cl2O4Sn",
  "method": "ωB97M-V/def2-TZVPD",
  "elements": ["C", "C", "C", "H", "C", "C", "H", "H", "H", "H", "Sn", "Cl", "C", "C", "C", "H", "C", "C", "H", "H", "H", "H", "O", "Cl", "O", "O", "O"],
  "coordinates": [[2.3730, -0.9216, 1.2943], [2.8080, 0.0553, 0.3427], [2.4693, -0.4201, -0.9629], [3.2518, 1.0176, 0.5975], [1.8243, -1.7057, -0.8075], [1.7800, -1.9972, 0.5800], [1.3197, -2.8503, 1.0610], [2.5236, -0.9086, 2.3710], [2.6450, 0.0970, -1.8990], [1.4670, -2.3318, -1.6178], [-0.2811, 0.4048, 2.3787], [-0.6835, 2.3163, 3.7225], [-1.8460, 1.3726, -1.0422], [-1.5854, 0.4495, -2.1013], [-0.3208, 0.8176, -2.6674], [-2.2237, -0.3750, -2.3956], [0.0502, 2.0998, -2.1518], [-0.8478, 2.3891, -1.0796], [-0.8058, 3.2391, -0.4101], [-2.6547, 1.2974, -0.3137], [0.1585, 0.3278, -3.5091], [0.8683, 2.7414, -2.4682], [-3.2570, -2.5680, 2.6450], [-2.5271, -1.4463, 2.1556], [-3.2865, -0.2111, 2.1989], [-1.3137, -1.2199, 3.2252], [-1.9056, -1.6696, 0.8536]],
  "forces_ev_per_angstrom": [[0.3, 0.1, -1.0], [-0.6, -0.3, 0.0], [-0.4, -0.1, 0.8], [0.0, -0.4, -0.2], [0.1, 0.6, 0.5], [-0.1, 0.4, -0.3], [0.1, -0.1, -0.2], [0.1, 0.1, -0.2], [0.1, -0.2, 0.2], [0.1, 0.1, 0.2], [0.8, 0.8, -1.0], [-0.2, 0.0, 0.4], [0.3, 0.1, -0.4], [0.9, 0.4, 0.9], [-0.5, 0.5, -0.6], [0.3, 0.0, 0.1], [-0.1, -0.6, 1.0], [-0.3, -0.5, -0.4], [0.0, -0.1, -0.1], [0.2, 0.1, -0.4], [-0.1, 0.0, 0.2], [-0.1, -0.3, 0.0], [0.6, 0.8, -0.5], [0.4, -0.5, 0.9], [0.9, -0.9, -0.3], [-2.0, -0.6, -1.3], [-0.7, 0.4, 1.7]],
  "multiplicity": 1,
  "e_above_lowest_kcal_mol": 43.2,
  "largest_force_ev_per_a": 2.4,
  "e_lumo_ev": [-3.65, -3.71],
  "orbital_gap_ev": [3.613, 3.443]
}

=====

[4]
{
  "formula": "C10H10Cl2Pt",
  "method": "ωB97M-V/def2-TZVPD",
  "elements": ["C", "C", "C", "H", "C", "C", "H", "H", "H", "H", "Pt", "Cl", "C", "C", "C", "H", "C", "C", "H", "H", "H", "H", "Cl"],
  "coordinates": [[-0.8901, 1.5010, 2.5321], [-0.2829, 1.7784, 1.2449], [0.7383, 0.8469, 0.9914], [-0.5076, 2.6656, 0.6884], [0.7725, -0.0900, 2.0387], [-0.1648, 0.3017, 3.0665], [-0.2591, -0.0928, 4.0811], [-1.6666, 2.0318, 3.0751], [1.4688, 0.9056, 0.1817], [1.4886, -0.8839, 2.1899], [-1.8023, -0.2589, 1.6445], [-3.1785, 1.0815, 0.4190], [-0.4396, -1.4146, -2.6508], [0.7892, -1.8923, -2.1099], [1.6681, -0.7820, -1.9338], [0.9814, -2.9144, -1.8014], [0.9987, 0.3880, -2.4571], [-0.2736, -0.0207, -2.9625], [-1.0373, 0.6259, -3.4168], [-1.3774, -1.9624, -2.7164], [2.6698, -0.7931, -1.5016], [1.4325, 1.3914, -2.5200], [-1.1280, -2.4128, 1.9169]],
  "forces_ev_per_angstrom": [[1.4, -1.9, 0.7], [1.0, 0.5, 0.9], [0.4, 0.2, 0.3], [-0.2, 0.0, -0.4], [1.0, 1.2, 0.7], [-1.1, 1.7, -0.9], [0.0, 0.0, -0.6], [0.4, 0.2, -0.2], [-0.6, -0.2, 0.2], [-0.1, -0.1, -0.3], [-1.6, -1.2, -0.2], [-0.3, 0.0, -0.1], [1.0, 0.1, 0.3], [0.8, 0.9, 0.6], [-1.1, -2.0, -0.3], [0.0, 0.3, 0.0], [-2.6, 0.1, -1.6], [1.7, 1.7, 1.0], [0.5, -0.4, 0.3], [0.4, 0.0, -0.2], [-0.4, -0.1, -0.2], [-0.3, -0.5, 0.0], [-0.3, -0.5, 0.0]],
  "multiplicity": 5,
  "e_above_lowest_kcal_mol": 0.0,
  "largest_force_ev_per_a": 3.0,
  "s2": 6.04,
  "e_lumo_ev": [0.48, -2.97],
  "orbital_gap_ev": [8.708, 5.187]
}

=====

[5]
{
  "formula": "C10H10Cl5GaO3",
  "method": "ωB97M-V/def2-TZVPD",
  "elements": ["Ga", "Cl", "C", "C", "Cl", "C", "Cl", "C", "O", "C", "Cl", "C", "Cl", "C", "O", "C", "C", "O", "C", "H", "H", "H", "H", "H", "H", "H", "H", "H", "H"],
  "coordinates": [[0.2009, 0.7149, -0.2755], [-5.1683, -2.8051, 2.6610], [-3.8675, -2.2491, 1.7809], [-2.9685, -1.3060, 2.3857], [-3.2641, -0.7273, 3.9459], [-1.8760, -0.9035, 1.6756], [-0.7542, 0.2391, 2.3177], [-1.6275, -1.3722, 0.3561], [-0.5817, -1.0108, -0.3038], [-2.5739, -2.2554, -0.2601], [-2.2820, -2.7243, -1.8598], [-3.6610, -2.7059, 0.4508], [-4.7584, -3.7916, -0.2449], [1.5024, -0.8014, -2.5318], [1.5144, 0.4085, -1.6929], [2.8503, 0.9161, -1.4031], [2.6414, 2.2119, -0.6742], [1.6851, 1.9167, 0.3776], [1.5164, 2.9853, 1.3604], [1.9166, -0.5323, -3.4989], [0.4670, -1.1086, -2.6308], [2.0949, -1.5748, -2.0480], [3.3847, 1.0628, -2.3397], [3.3743, 0.1806, -0.7914], [2.2291, 2.9923, -1.3148], [3.5747, 2.5572, -0.2312], [2.4798, 3.1645, 1.8295], [0.8020, 2.6392, 2.0990], [1.1495, 3.8791, 0.8607]],
  "forces_ev_per_angstrom": [[-0.6, 0.8, -0.1], [-0.1, 0.0, 0.0], [0.0, 0.0, 0.0], [-0.1, -0.1, 0.0], [0.0, 0.0, 0.0], [0.2, 0.1, 0.0], [0.0, -0.1, 0.0], [0.2, -0.1, -0.2], [-0.1, -0.2, 0.2], [0.1, 0.0, 0.0], [0.0, 0.0, 0.0], [-0.1, 0.0, 0.1], [0.0, 0.0, 0.0], [0.0, 0.1, 0.0], [0.3, -0.5, -0.1], [-0.1, -0.1, -0.1], [0.1, 0.1, 0.0], [0.2, -0.1, 0.3], [0.0, 0.0, -0.1], [0.0, 0.0, 0.0], [0.0, 0.0, 0.0], [0.0, 0.0, 0.0], [0.0, 0.0, 0.0], [0.0, 0.0, 0.0], [0.0, 0.0, 0.0], [0.0, 0.0, 0.1], [0.0, 0.0, 0.0], [0.0, 0.0, 0.0], [0.0, 0.0, 0.0]],
  "multiplicity": 1,
  "largest_force_ev_per_a": 1.0,
  "charge": 2,
  "e_lumo_ev": [-8.49, -9.93],
  "orbital_gap_ev": [7.253, 5.223]
}

=====

[6]
{
  "formula": "C10H10ClNO4S",
  "method": "ωB97M-V/def2-TZVPD",
  "elements": ["O", "C", "O", "C", "C", "S", "C", "C", "C", "C", "C", "O", "N", "C", "O", "C", "Cl", "H", "H", "H", "H", "H", "H", "H", "H", "H", "H"],
  "coordinates": [[-0.4725, 3.1379, -2.1080], [-1.1948, 2.3037, -1.5572], [-2.4374, 2.5507, -1.0694], [-0.5427, 0.9430, -1.2606], [-1.3796, -0.1224, -2.0124], [-2.1278, -1.2398, -0.7437], [-0.9851, -0.7534, 0.5829], [0.1422, -1.7549, 0.7021], [0.4288, -2.5187, 1.8023], [1.5938, -3.2820, 1.4646], [1.9760, -2.8734, 0.2087], [1.0849, -1.9531, -0.2665], [-0.4420, 0.5460, 0.1799], [0.3128, 1.3077, 1.0744], [0.2930, 0.9627, 2.2541], [1.1002, 2.5463, 0.5975], [2.5816, 2.8043, 1.5457], [-2.7369, 1.7395, -0.6215], [0.4592, 0.8682, -1.6912], [-2.1544, 0.3424, -2.6727], [-0.6936, -0.7799, -2.5958], [-1.5198, -0.7210, 1.5265], [-0.1032, -2.5640, 2.7463], [2.0906, -4.0572, 2.0864], [2.8465, -3.2732, -0.3548], [1.3958, 2.4192, -0.4418], [0.4843, 3.4214, 0.6246]],
  "forces_ev_per_angstrom": [[-2.5, -1.3, 0.8], [2.8, 1.8, 0.3], [1.0, -0.5, -0.6], [-0.6, -1.5, 0.3], [0.4, -1.1, -0.1], [-0.6, 0.8, -0.3], [1.5, -0.4, -1.3], [0.1, -0.5, 1.9], [0.1, -0.1, -0.7], [0.6, -0.1, -0.3], [0.1, -1.2, 1.3], [-0.1, 0.2, -0.3], [-0.1, 2.0, -1.2], [-0.7, -1.1, 2.0], [0.4, 0.6, -1.3], [0.2, -1.2, -0.6], [-0.4, -0.1, -0.1], [-0.1, 0.2, 0.0], [-0.2, 0.7, 0.0], [0.6, -0.6, 0.6], [-0.6, 0.7, 0.1], [0.1, 0.1, 0.1], [0.0, 0.2, -0.3], [-0.4, 0.9, -0.6], [-1.1, 1.0, 0.0], [0.1, 0.0, 0.0], [-0.4, 0.5, 0.3]],
  "multiplicity": 1,
  "e_above_lowest_kcal_mol": 6.6,
  "largest_force_ev_per_a": 3.3,
  "e_lumo_ev": 0.31,
  "orbital_gap_ev": 9.135
}

=====

[7]
{
  "formula": "C10H10FeN2O4",
  "method": "ωB97M-V/def2-TZVPD",
  "elements": ["Fe", "O", "C", "C", "O", "C", "O", "C", "O", "C", "H", "H", "C", "H", "H", "C", "C", "N", "C", "C", "N", "H", "H", "H", "H", "H", "H"],
  "coordinates": [[-0.0699, 0.1398, 0.3198], [0.9162, 0.3185, -2.4561], [0.6075, 0.2159, -1.3496], [1.0567, 0.0309, 1.6978], [1.7659, -0.2982, 2.5934], [0.5612, 1.8679, -0.2393], [1.2338, 2.8991, -0.2249], [0.9057, -1.4305, -0.1300], [1.8992, -2.0490, -0.2703], [4.5205, 0.4481, -1.1409], [4.3147, -0.4584, -1.7280], [4.0961, 1.3982, -1.5071], [4.7543, 0.3539, 0.1701], [4.5650, 1.2322, 0.7610], [4.8246, -0.5991, 0.6703], [-2.5084, -1.6205, -1.1871], [-2.8743, -0.6295, -0.1089], [-1.8962, 0.0571, 0.4860], [-2.4349, 0.9363, 1.4276], [-3.7759, 0.7211, 1.4550], [-4.0618, -0.2765, 0.4863], [-2.9645, -2.6019, -0.9692], [-2.7540, -1.2815, -2.2215], [-1.3604, -1.6114, -1.0309], [-1.8451, 1.6000, 2.0284], [-4.4415, 1.2364, 2.1132], [-5.0344, -0.5991, 0.3551]],
  "forces_ev_per_angstrom": [[-3.5, 0.0, 0.3], [-1.0, -0.2, 3.3], [2.3, 0.0, -9.4], [6.7, -2.0, 9.6], [-4.3, 2.2, -5.5], [5.8, 12.8, 1.4], [-5.3, -8.5, -0.5], [6.3, -7.4, 0.1], [-4.8, 3.1, 0.3], [-2.0, -0.2, 0.3], [0.8, 0.5, -0.1], [0.9, -0.4, -0.3], [-1.2, 0.0, -0.4], [0.7, 0.3, 0.4], [0.6, -0.1, 0.1], [0.8, 0.5, 0.6], [-1.5, -0.1, 0.4], [-1.2, 0.8, 0.4], [-1.3, -0.8, -0.2], [1.1, -0.4, -0.7], [1.1, 0.9, 0.6], [0.5, 0.3, -0.3], [0.1, -0.2, 0.9], [-1.9, -0.8, -0.8], [0.1, 0.1, 0.1], [-0.8, -0.2, -0.1], [1.0, -0.1, -0.4]],
  "multiplicity": 5,
  "e_above_lowest_kcal_mol": 0.0,
  "largest_force_ev_per_a": 14.1,
  "s2": 6.07,
  "charge": 2,
  "e_lumo_ev": [-9.86, -12.08],
  "orbital_gap_ev": [6.115, 3.653]
}

=====

[8]
{
  "formula": "C10H10N2",
  "method": "ωB97M-V/def2-TZVPD",
  "elements": ["C", "N", "C", "C", "N", "C", "C", "C", "C", "C", "C", "C", "H", "H", "H", "H", "H", "H", "H", "H", "H", "H"],
  "coordinates": [[-1.5334, -0.1803, 1.9426], [-0.3814, -1.0124, 1.5629], [0.1234, -2.0361, 2.2715], [1.2015, -2.5042, 1.7310], [1.4644, -1.6627, 0.5556], [0.4989, -0.8365, 0.5407], [0.2904, 0.1262, -0.6486], [-0.9554, 0.4212, -1.1778], [-0.9789, 1.3475, -2.0724], [0.0967, 2.0717, -2.5671], [1.2986, 1.7454, -2.0386], [1.4293, 0.7990, -1.0967], [-2.4508, -0.6103, 1.4592], [-1.3907, 0.7633, 1.6734], [-1.3788, -0.2266, 2.7859], [-0.2151, -2.2830, 3.1904], [2.0103, -3.3680, 1.9221], [-1.8280, -0.0520, -0.9999], [-2.0197, 1.7728, -2.6176], [0.1141, 2.8805, -3.5003], [2.2352, 2.2762, -2.1827], [2.3694, 0.5681, -0.7337]],
  "forces_ev_per_angstrom": [[-2.0, -4.1, -14.2], [-0.1, 1.4, -1.8], [-1.3, 0.1, 1.1], [5.8, -1.2, -3.9], [1.2, -2.7, 1.6], [-1.4, 1.6, -2.6], [1.2, -1.2, 2.7], [2.7, -1.7, 2.2], [-4.1, 6.4, -6.8], [0.2, 2.0, -2.7], [2.1, 1.6, -0.5], [-2.4, -1.6, 0.9], [0.6, 0.5, 1.1], [0.6, 4.0, -1.6], [0.6, -0.6, 15.9], [-1.6, -0.8, 2.6], [-2.5, 2.3, 0.0], [-2.5, -1.7, 1.3], [2.5, -1.8, 1.7], [-0.7, -2.2, 2.8], [-0.3, 0.3, -0.9], [1.6, -0.5, 1.0]],
  "multiplicity": 1,
  "e_above_lowest_kcal_mol": 112.9,
  "largest_force_ev_per_a": 15.9,
  "e_lumo_ev": 0.77,
  "orbital_gap_ev": 9.303
}